# 1
Entry from the OMol25 dataset: a 11-piece molecular cluster, C20H42BF4N6O4 overall in a non-equilibrium geometry (ωB97M-V/def2-TZVPD).

Last column: Mulliken charge in e.
Cartesian coordinates (Å):
F -0.65 -0.91 0.13  -0.522
F -1.08 0.65 1.51  -0.243
F -1.21 1.19 -0.61  -0.069
F 0.80 0.90 0.38  -0.371
O 3.22 -0.08 -0.41  -0.492
O -1.46 2.88 -2.90  -0.507
O 0.55 -3.05 -0.86  -0.527
O 2.35 -0.40 6.24  -0.508
N 2.78 4.85 3.93  -0.440
N -3.25 -1.87 -4.99  -0.405
N -3.93 5.50 0.86  -0.459
N -0.85 -4.34 5.10  -0.443
N -4.67 0.13 -1.03  -0.528
N 0.61 0.76 -5.13  -0.469
C -3.84 4.34 0.74  0.096
C 1.73 -3.05 -1.49  0.661
C 1.92 -4.40 -2.37  -1.468
C 1.43 0.21 4.13  -0.610
C -1.55 -1.44 -2.98  -0.417
C 1.15 3.51 2.20  -0.059
C -0.42 -2.69 3.00  -0.268
C -2.56 -1.75 -4.17  0.033
C 0.93 1.09 -4.12  0.178
C -3.73 2.81 0.38  -0.002
C 5.14 -1.00 0.71  -1.416
C -2.72 3.10 -5.10  -1.135
C 3.96 -0.28 0.84  0.458
C -3.92 -1.70 0.86  -0.316
C 2.11 4.21 3.19  0.096
C 1.51 1.29 -2.60  -0.395
C 2.13 -0.85 4.92  -0.408
C -4.33 -0.65 -0.20  0.350
C -0.63 -3.65 4.22  0.107
C -2.39 2.30 -3.76  0.528
B -0.54 0.49 0.40  0.624
H -3.96 2.51 -0.60  0.229
H 2.71 -4.50 -2.87  0.595
H 1.41 0.28 3.08  0.116
H -3.44 2.64 -5.87  0.328
H 2.31 0.23 -0.27  0.335
H -1.36 -2.61 2.29  0.109
H -4.34 2.35 1.26  0.215
H 2.60 -3.00 -0.68  -0.127
H -2.67 2.63 0.48  -0.142
H 1.67 -2.28 -2.18  0.119
H 3.14 -0.93 1.43  -0.103
H -1.62 -2.24 -2.40  0.632
H 2.54 1.15 -2.51  0.697
H 0.25 4.06 1.75  0.356
H -1.70 3.27 -5.78  0.233
H 1.52 -1.67 4.84  0.285
H 1.53 3.13 1.39  0.059
H 1.08 -4.38 -3.25  0.201
H 0.43 -2.21 -0.39  0.214
H 0.35 0.25 4.61  0.253
H -3.08 -2.09 0.36  -0.109
H 0.43 -2.96 2.47  0.423
H 5.63 -1.09 1.61  0.463
H 4.96 -2.15 0.45  0.212
H -4.70 -2.36 1.08  0.514
H 2.59 -1.17 6.64  0.300
H 0.76 2.66 2.86  -0.021
H 1.10 2.25 -2.19  0.295
H -3.33 1.84 -3.37  0.096
H 1.75 -5.39 -1.90  0.295
H -0.52 -1.61 -3.36  0.212
H 0.91 0.75 -1.72  -0.530
H -3.28 4.23 -4.98  0.250
H 5.66 -0.62 -0.12  0.342
H 4.11 0.74 1.38  0.211
H 3.20 -1.03 4.77  0.293
H -1.42 2.22 -2.35  0.318
H -0.46 -1.78 3.52  0.003
H 2.11 1.11 4.15  0.247
H -2.07 1.18 -3.98  -0.156
H -3.70 -1.02 1.88  0.157
H -1.73 -0.50 -2.54  -0.071

Results
F_max   14.3 eV Å⁻¹
Total charge   -1
Multiplicity   1
Energy above the lowest of the compared OMol25 structures with the same formula, charge and spin   49.9 kcal per mole
E_HOMO   -7.46 eV
Calculated total energy   -50095.2721 eV

# 2
Entry from the OMol25 dataset: a 3-piece molecular cluster, C20H42BF5INO6 overall (ωB97M-V/def2-TZVPD).

Last column: Mulliken charge in e.
Cartesian coordinates (Å):
I 0.69 1.06 0.33  0.014
F 2.99 1.14 3.89  -0.248
F 0.95 -0.61 5.32  -0.316
F 2.13 -2.19 4.37  -0.276
F 4.16 -0.67 4.14  -0.242
F 3.21 0.26 5.85  -0.263
O 2.19 5.29 -0.45  -0.257
O -4.72 -5.62 -1.16  -0.285
O 1.26 8.14 -1.08  -0.427
O -2.54 -3.74 -3.45  -0.289
O 1.96 7.14 -3.88  -0.257
O -2.13 -4.13 -0.46  -0.216
N -0.46 -0.68 2.89  -0.236
C 1.79 -0.87 4.27  0.946
C 0.53 6.92 -1.09  -0.407
C 2.41 8.32 -3.24  -0.581
C -4.48 -4.72 -0.09  -0.590
C -1.36 -4.16 -2.79  -0.560
C 2.11 -1.58 0.64  -0.310
C -1.35 -4.41 2.92  -1.422
C 0.99 5.93 -0.04  -0.535
C -0.59 -3.13 2.58  0.874
C -5.32 -6.82 -0.73  -0.758
C 2.51 8.13 -1.75  -0.366
C 1.80 -0.35 1.52  -0.575
C 3.07 -0.03 4.56  0.660
C 3.02 -2.61 1.31  -1.128
C 1.42 7.38 -5.15  -0.767
C -1.69 -4.94 -1.54  -0.569
C 2.86 4.67 0.62  -0.715
C -3.47 -3.67 -0.48  -0.556
C -1.05 -1.94 3.42  -0.939
C -2.32 -2.66 -4.33  -0.753
B 0.99 -0.62 2.84  -0.541
H 2.17 7.79 -5.84  0.311
H -0.84 0.10 3.42  0.221
H 0.53 6.46 -2.08  0.245
H -4.12 -5.27 0.79  0.329
H 0.58 8.07 -5.11  0.320
H -0.76 -4.79 -3.46  0.428
H -1.62 -2.92 -5.14  0.317
H -0.73 -2.88 1.53  0.039
H -0.75 -3.28 -2.52  0.316
H -1.91 -1.79 -3.79  0.314
H 1.17 -2.04 0.30  0.155
H -3.72 -3.23 -1.45  0.261
H 2.61 -1.21 -0.26  0.522
H -0.49 7.20 -0.83  0.371
H -3.28 -2.39 -4.76  0.236
H -5.43 -7.46 -1.61  0.235
H -4.71 -7.33 0.02  0.321
H 3.05 8.99 -1.35  0.372
H 3.77 4.24 0.23  0.246
H -2.39 -4.19 3.18  0.323
H 3.40 8.60 -3.63  0.392
H -0.90 -4.96 3.75  0.428
H -1.37 -5.06 2.05  0.250
H 3.08 7.22 -1.52  0.222
H -2.41 -5.73 -1.77  0.241
H 0.20 5.18 0.10  0.373
H -5.42 -4.22 0.18  0.425
H 2.54 -3.12 2.14  0.232
H -2.14 -1.84 3.34  0.488
H -0.76 -5.40 -1.20  0.385
H 3.94 -2.14 1.68  0.291
H 0.48 -3.28 2.75  -0.224
H 2.25 3.88 1.07  0.208
H -3.51 -2.89 0.28  0.422
H 3.31 -3.37 0.58  0.389
H -0.81 -2.11 4.48  0.270
H -6.32 -6.64 -0.30  0.313
H 1.07 6.42 -5.54  0.234
H 2.73 0.18 1.70  0.663
H 3.12 5.40 1.40  0.340
H 1.72 9.15 -3.45  0.343
H 1.15 6.45 0.91  0.321

Results
SMILES   CCCNB([C@H](I)CC)C(F)(F)C(F)(F)F.COCCOCCOC.COCCOCCOC
F_max   0.4 eV Å⁻¹
Total charge   0
Multiplicity   1
E_HOMO   -9.07 eV
Calculated total energy   -57558.2981 eV

# 3
Entry from the OMol25 dataset: a 3-piece molecular cluster, C20H42BIO6 overall in a non-equilibrium geometry (ωB97M-V/def2-TZVPD).

Last column: natural (NBO) charge in e.
Cartesian coordinates (Å):
I -0.31 -2.36 0.82  -0.067
O 2.59 3.84 2.39  -0.497
O -2.54 4.33 -0.52  -0.495
O 1.26 5.38 3.09  -0.497
O -4.42 5.09 -1.25  -0.496
O -4.23 4.63 0.95  -0.649
O 3.49 5.63 3.44  -0.645
C -3.68 -1.31 -0.40  -0.616
C 3.87 -4.40 -1.50  -0.391
C -2.08 -2.68 -1.86  -0.669
C 3.41 -3.01 -1.03  -0.402
C 2.54 5.02 3.01  0.982
C -1.40 -5.04 -0.76  -0.889
C 4.53 -1.98 -1.02  -0.602
C -2.63 -1.30 -1.51  -0.383
C 3.06 -5.53 -0.89  -0.380
C -1.70 3.83 0.54  -0.071
C -1.02 -2.55 -2.98  -0.589
C -3.77 4.67 -0.16  0.982
C -0.51 -5.86 0.19  -0.386
C 1.59 -5.45 -1.25  -0.414
C 3.91 3.33 2.19  -0.256
C 1.31 7.81 2.78  -0.639
C 1.01 6.65 3.72  -0.070
C -2.01 2.39 0.87  -0.639
C -5.78 5.45 -1.03  -0.256
C 0.72 -6.46 -0.49  -0.390
B -1.36 -3.48 -0.70  0.779
H -0.97 -1.53 -3.34  0.219
H 1.59 6.72 4.64  0.195
H -4.22 -2.25 -0.40  0.200
H 5.17 -2.07 -1.89  0.203
H 1.33 -6.91 0.29  0.202
H -5.87 6.17 -0.22  0.197
H 4.44 3.94 1.46  0.189
H 2.93 -3.10 -0.07  0.199
H -1.09 -6.69 0.56  0.204
H 2.64 -2.65 -1.71  0.193
H 0.43 -7.29 -1.13  0.197
H -1.79 4.47 1.42  0.196
H 4.09 -0.99 -1.03  0.205
H 2.37 7.85 2.54  0.225
H -3.24 -1.14 0.57  0.213
H 1.47 -5.54 -2.32  0.199
H 0.75 7.69 1.85  0.212
H -1.83 -0.62 -1.27  0.205
H 1.25 -4.45 -0.98  0.199
H -3.02 2.28 1.27  0.223
H -4.38 -0.50 -0.56  0.212
H 3.73 -4.46 -2.57  0.193
H -1.95 1.78 -0.04  0.209
H -6.38 4.57 -0.80  0.188
H -0.04 6.64 3.98  0.191
H 4.92 -4.53 -1.27  0.200
H -2.87 -3.33 -2.23  0.221
H 4.47 3.30 3.12  0.198
H 3.80 2.32 1.80  0.196
H -1.25 -3.18 -3.83  0.215
H -0.19 -5.30 1.07  0.206
H -0.68 3.92 0.17  0.193
H -1.30 2.00 1.60  0.223
H 1.02 8.75 3.25  0.218
H 3.47 -6.47 -1.26  0.198
H -2.43 -5.33 -0.59  0.262
H -0.02 -2.84 -2.66  0.210
H 3.17 -5.53 0.20  0.192
H 5.11 -2.05 -0.10  0.202
H -6.14 5.90 -1.95  0.195
H -1.19 -5.30 -1.80  0.248
H -3.13 -0.92 -2.40  0.199

Results
SMILES   CCCCCCCCB(I)[C@H](C)CC.CCOC(=O)OC.CCOC(=O)OC
F_max   1.2 eV Å⁻¹
Total charge   0
Multiplicity   1
E_HOMO   -9.36 eV
Calculated total energy   -42484.7280 eV